12
Properties=species:S:1:pos:R:3:forces:R:3:mulliken_charge:R:1 method="wB97M-V/def2-TZVPD" e_lumo_ev=-5.332 homo_lumo_gap_ev=4.831 charge=+1 relative_energy_kcal_mol=116.5
H -2.1429 -1.4223 3.7536 -0.3 0.1 -0.1 0.30
O -2.2966 -0.8044 1.8634 0.3 0.5 0.0 0.07
C -2.8095 -1.0915 2.9500 0.3 0.4 0.5 0.01
H -3.8700 -0.8461 3.0497 0.1 -0.6 -0.1 0.29
O -0.8821 -0.7658 1.8628 -0.5 -0.4 -0.2 -0.60
Ba 0.0964 0.5860 -0.1301 1.1 1.7 0.9 1.70
O 1.1944 2.5732 0.8509 -1.0 -2.0 -0.9 -0.77
C 1.1268 3.8376 1.2295 -0.1 0.7 0.2 0.15
C 0.0090 4.5486 1.4591 0.3 -0.1 0.0 -0.77
H 2.1048 4.3233 1.3733 -0.3 -0.1 -0.1 0.29
H 0.0864 5.5965 1.7495 -0.1 -0.4 -0.1 0.23
H -0.9809 4.0928 1.3712 0.2 0.2 0.0 0.09

***

83
Properties=species:S:1:pos:R:3:forces:R:3:mulliken_charge:R:1 method="wB97M-V/def2-TZVPD" e_lumo_ev=-3.327 homo_lumo_gap_ev=7.390 charge=+1
Be 3.6613 -5.0481 12.1182 -0.8 -0.5 -4.0 -1.63
C 5.2141 -6.2915 9.0307 0.5 1.6 -0.3 1.34
C 3.7765 -6.1328 9.5066 1.1 -3.0 0.3 0.31
O 3.7466 -5.9525 10.8838 -2.1 -3.4 -2.3 0.22
H 5.8303 -7.0973 9.4294 -0.7 0.3 0.3 1.00
H 5.7909 -5.3766 9.1665 -0.1 -0.3 -0.8 -0.54
H 5.3333 -6.3505 7.9488 -1.9 0.8 2.9 -2.72
H 3.3367 -7.0343 9.0802 0.6 1.9 1.0 -1.32
H 3.2903 -5.3771 8.8896 0.0 -2.3 0.4 0.24
N 2.5001 -10.0419 9.2588 -1.4 -0.9 4.7 -0.32
C 2.0376 -11.1050 10.0466 0.1 1.7 0.5 -0.42
C 1.7096 -11.0342 11.4300 0.8 1.5 -1.8 -0.47
C 1.9780 -9.8135 12.0223 -0.2 1.0 0.5 -0.68
C 2.4064 -8.6523 11.3296 -0.1 -2.7 -0.2 -0.26
C 2.6407 -8.8288 9.9592 -1.9 -2.9 1.8 0.45
H 1.8012 -12.0922 9.6778 0.5 0.2 -1.2 0.35
H 1.2070 -11.8676 11.8983 0.3 0.0 0.2 0.42
H 1.7870 -9.6113 13.0659 -0.2 -0.5 0.3 0.37
H 2.5431 -7.7957 11.9730 0.1 0.4 -0.9 0.24
H 2.7423 -7.9837 9.2945 -1.3 -0.5 4.6 0.04
N 2.7749 -3.9968 11.0877 -11.3 0.2 -2.3 0.57
C 1.7051 -3.4239 11.7470 -1.3 -1.3 -1.7 -0.04
C 0.6143 -2.8567 11.0897 1.3 0.0 0.4 -1.00
C 0.6747 -2.8169 9.7059 -0.2 -0.8 -0.2 -0.85
C 1.6648 -3.5132 8.9788 -2.8 2.0 4.1 -1.04
C 2.7044 -4.0157 9.7182 0.2 2.9 1.6 1.11
H 1.6327 -3.5483 12.8174 0.3 0.0 0.3 0.42
H -0.1890 -2.4707 11.6998 -0.1 0.2 -0.2 0.45
H -0.0693 -2.2860 9.1306 -0.3 0.0 0.1 0.49
H 1.6027 -3.4888 7.9008 -1.2 0.2 2.4 0.17
H 3.6346 -4.3013 9.2496 -0.2 2.6 0.6 0.17
N 4.4619 -3.7935 11.6165 6.2 6.6 -3.1 0.05
C 4.0767 -2.5707 11.8958 2.4 2.4 2.7 0.65
C 4.6965 -1.4374 11.4563 0.6 -0.7 -0.2 -1.17
C 5.7607 -1.5766 10.5333 -0.5 -0.3 1.1 -1.13
C 6.1167 -2.8718 10.0870 -1.6 1.5 0.8 -1.00
C 5.4146 -3.9583 10.6568 -0.5 5.3 -0.5 1.60
H 3.3895 -2.5461 12.7286 0.0 0.7 -0.1 0.42
H 4.4040 -0.5328 11.9688 0.2 0.4 -0.5 0.51
H 6.2856 -0.6404 10.4135 0.5 -0.3 -0.9 0.43
H 6.8526 -2.9772 9.3036 0.0 0.0 0.3 0.50
H 5.5549 -4.9868 10.3586 -0.2 6.2 -0.5 -0.66
N 5.0934 -5.3628 12.5111 5.9 -7.9 5.5 1.00
C 5.9927 -5.8276 11.5492 0.4 -3.9 3.4 1.79
C 7.2158 -6.4991 11.8532 -1.7 2.8 -1.3 -1.26
C 7.6517 -6.4409 13.1423 -0.4 0.6 1.2 -0.42
C 6.7548 -5.9946 14.1455 1.6 -0.5 -1.1 -0.96
C 5.5014 -5.5286 13.7747 1.4 0.2 0.8 0.01
H 5.5948 -5.8582 10.5457 1.3 -5.6 3.4 -1.23
H 7.8509 -6.7010 11.0033 0.1 -0.5 0.1 0.41
H 8.6931 -6.6444 13.3432 -0.1 -0.5 0.4 0.44
H 7.1615 -6.0604 15.1438 -0.7 0.3 0.3 0.41
H 4.8637 -5.2029 14.5832 -0.5 0.0 -0.1 0.40
C 7.1472 -4.7985 7.2788 0.2 -0.6 -0.7 0.43
C 8.4879 -5.3574 6.8321 2.8 1.6 -1.5 0.16
O 9.3329 -4.6368 6.2650 -2.2 -1.7 1.5 -0.59
C 8.7457 -6.8608 7.0163 -0.8 0.3 0.4 -0.41
H 6.6551 -4.2046 6.5086 0.8 0.2 -0.2 0.50
H 7.1640 -4.1950 8.1863 0.5 -0.3 -0.3 -0.39
H 6.4543 -5.6269 7.4264 1.3 1.3 -0.1 0.15
H 7.8555 -7.2648 7.4983 0.5 -0.3 -0.1 0.00
H 9.5838 -7.1559 7.6477 0.3 0.6 -0.1 0.39
H 8.8811 -7.3363 6.0449 0.0 0.1 0.0 0.26
C 5.6313 -7.8947 7.3618 0.3 -2.5 -3.1 -0.61
C 4.2198 -7.7944 6.7105 -1.8 -0.3 -2.0 1.36
O 3.9970 -7.1672 5.6466 1.0 -3.1 1.8 -0.65
C 3.0465 -8.4663 7.3985 1.3 0.0 -2.3 -0.60
H 6.1253 -6.9309 7.2387 0.4 -1.9 -0.9 1.01
H 6.3181 -8.5280 6.8002 -0.6 -0.7 -0.6 0.70
H 5.6445 -8.2678 8.3858 -0.2 -0.2 -0.9 0.20
H 3.2080 -9.5443 7.3940 0.2 0.2 -0.3 0.49
H 2.0780 -8.3101 6.9235 0.2 0.4 -0.3 0.36
H 2.9596 -8.2637 8.4660 1.3 -1.0 -5.3 0.23
C 3.0501 -4.2920 4.6454 -0.7 0.2 0.5 -1.51
C 3.1402 -4.2893 6.1651 0.7 -0.3 -1.7 0.16
O 2.3943 -3.7079 6.9330 3.1 -0.6 -5.9 -0.55
C 4.2612 -5.0643 6.7589 -0.1 1.5 0.6 0.14
H 2.6049 -3.3898 4.2261 0.4 0.3 0.3 0.46
H 2.3006 -5.0301 4.3597 0.2 -0.5 0.1 0.31
H 4.0082 -4.5588 4.1992 -0.2 0.1 0.0 0.37
H 4.7926 -5.7958 6.1501 -0.2 1.4 -0.1 1.22
H 3.8225 -5.5527 7.6290 0.1 0.2 -1.4 -0.72
H 4.9749 -4.3557 7.1792 -0.5 0.5 0.0 0.22

***

12
Properties=species:S:1:pos:R:3:forces:R:3:mulliken_charge:R:1 method="wB97M-V/def2-TZVPD" e_lumo_ev="-1.348 / -1.348" homo_lumo_gap_ev="8.317 / 8.316" relative_energy_kcal_mol=77.7
O 0.2294 1.8614 -2.1217 0.0 -0.3 0.0 -0.46
C 0.1911 0.7979 -1.5559 -0.1 0.4 -0.5 -0.03
C -0.3632 0.6773 -0.1919 1.0 -0.1 0.1 0.17
C -1.0482 -0.5094 0.3090 0.3 0.0 0.1 -0.40
N -0.1964 -0.8404 1.4791 0.2 -1.0 0.4 -0.53
C 1.0527 -0.6545 1.2466 -0.5 0.0 0.4 0.19
O 1.5637 0.0560 0.2952 -2.0 0.6 -0.1 -0.52
H 0.5546 -0.1454 -1.9964 -0.1 0.1 -0.1 0.32
H -0.5752 1.6196 0.3266 0.6 -0.3 0.0 0.32
H -1.0615 -1.3339 -0.4213 0.1 0.2 0.3 0.28
H -2.0693 -0.3592 0.6866 0.4 0.3 -0.2 0.28
H 1.7224 -1.1694 1.9441 0.2 0.3 -0.2 0.40

***

| no. | E_tot (eV) |
| --- | --- |
| 1 | -10017.5543 |
| 2 | -47365.1774 |
| 3 | -9810.9441 |